1.
{
  "formula": "C20H34N2O5RhS2",
  "method": "the ωB97M-V functional and the def2-TZVPD basis",
  "symbols": ["Rh", "C", "N", "C", "C", "O", "C", "O", "C", "C", "O", "N", "C", "C", "H", "H", "H", "H", "H", "H", "H", "H", "H", "H", "H", "H", "H", "H", "H", "H", "O", "S", "C", "C", "C", "C", "H", "H", "H", "H", "H", "H", "H", "H", "C", "C", "C", "C", "C", "C", "C", "S", "C", "O", "H", "H", "H", "H", "H", "H", "H", "H", "H", "H"],
  "xyz": [[-0.1062, -0.3671, 0.2811], [2.7717, -1.1566, 4.7697], [2.6826, -0.4998, 3.4570], [3.9101, 0.1641, 3.0009], [1.5894, -0.4716, 2.7466], [1.5213, 0.1117, 1.6180], [0.3349, -1.1489, 3.2750], [-0.7254, -0.6865, 2.4419], [-1.9954, -1.2876, 2.6531], [-2.8049, -0.9866, 1.4099], [-2.1707, -0.6322, 0.3539], [-4.0973, -1.1208, 1.4308], [-4.8130, -1.5530, 2.6467], [-4.9197, -0.8867, 0.2331], [3.7643, -1.5900, 4.8630], [2.6296, -0.4265, 5.5660], [2.0476, -1.9602, 4.8642], [4.6719, -0.5890, 2.8050], [3.7114, 0.7337, 2.1014], [4.2601, 0.8264, 3.7908], [0.4416, -2.2350, 3.1885], [0.1326, -0.8763, 4.3115], [-1.9005, -2.3743, 2.7616], [-2.4567, -0.8776, 3.5520], [-4.6637, -0.8427, 3.4580], [-5.8729, -1.5845, 2.4165], [-4.4964, -2.5503, 2.9493], [-4.2927, -0.5829, -0.5962], [-5.4488, -1.8057, -0.0128], [-5.6433, -0.1049, 0.4564], [0.3156, 1.4614, -0.5309], [1.1294, 2.6876, 0.0354], [2.3244, 3.0273, -1.2989], [1.8762, 4.3190, -1.9898], [0.3564, 4.3743, -1.8692], [0.0711, 4.0864, -0.4021], [2.2313, 2.1486, -1.9403], [3.3251, 3.0585, -0.8728], [2.2182, 4.3278, -3.0237], [2.3237, 5.1816, -1.4945], [-0.1155, 3.6170, -2.4990], [-0.0470, 5.3453, -2.1524], [-0.9517, 3.8181, -0.1420], [0.4022, 4.8996, 0.2496], [0.1220, 1.3171, -5.0908], [0.3404, 0.2660, -4.0445], [1.6123, -0.2790, -3.8415], [1.8295, -1.2823, -2.9092], [0.7520, -1.7634, -2.1753], [-0.5341, -1.2403, -2.3569], [-0.7216, -0.2221, -3.2822], [1.0797, -3.0074, -0.9661], [-0.0545, -4.3108, -1.4076], [0.4613, -2.3823, 0.3344], [0.9399, 2.0379, -5.1112], [-0.8162, 1.8480, -4.9426], [0.0878, 0.8511, -6.0780], [2.4448, 0.0793, -4.4357], [2.8201, -1.6974, -2.7670], [-1.3956, -1.6666, -1.8540], [-1.7164, 0.1752, -3.4415], [-1.0758, -3.9357, -1.4075], [0.0657, -5.1169, -0.6862], [0.2382, -4.6619, -2.3982]],
  "spin_multiplicity": 5,
  "lumo_ev": [-7.84, -11.43],
  "charge": 3,
  "homo_energy_ev": [-17.635, -17.717],
  "e_above_lowest_kcal_mol": 0.00
}

---

2.
{
  "formula": "C20H35BF3N4O7P2",
  "method": "the ωB97M-V functional and the def2-TZVPD basis",
  "symbols": ["C", "C", "C", "O", "C", "C", "C", "C", "F", "F", "F", "N", "C", "N", "B", "O", "N", "C", "C", "N", "C", "C", "C", "C", "C", "C", "C", "C", "C", "P", "C", "O", "P", "O", "O", "O", "O", "H", "H", "H", "H", "H", "H", "H", "H", "H", "H", "H", "H", "H", "H", "H", "H", "H", "H", "H", "H", "H", "H", "H", "H", "H", "H", "H", "H", "H", "H", "H", "H", "H", "H", "H"],
  "xyz": [[-3.4442, 0.9179, 4.6979], [-3.5776, 1.2844, 3.2216], [-2.2492, 1.6963, 2.5934], [-2.2763, 1.3781, 1.2093], [-1.1117, 1.6012, 0.4747], [-0.5800, 3.0275, 0.6113], [0.5560, 3.2212, 1.6170], [0.5664, 4.6291, 2.1756], [0.6960, 5.5552, 1.2003], [1.5937, 4.7870, 3.0418], [-0.5775, 4.9051, 2.8536], [-0.1166, 0.5935, 0.8202], [-0.3309, -0.6391, 0.2663], [-0.6180, -1.6734, 1.0355], [-0.7508, -1.6606, 2.5537], [-2.0323, -1.7077, 3.0171], [0.3826, -1.6423, 3.4427], [0.5771, -3.0603, 3.8515], [1.6359, -1.1128, 2.8869], [-0.2623, -0.6776, -1.0714], [-0.2448, -1.9882, -1.7469], [0.7818, -2.0954, -2.8553], [0.4362, -2.5845, -4.1013], [1.3957, -2.7034, -5.0905], [2.7081, -2.3496, -4.8323], [3.0787, -1.8832, -3.5796], [4.5124, -1.5336, -3.2832], [2.1030, -1.7649, -2.6016], [-0.8552, 0.5422, -1.7415], [0.4253, 1.7057, -2.6225], [1.9607, 1.3896, -1.6625], [0.6913, 0.9131, -4.0456], [-2.2381, 0.1632, -2.9525], [-2.9692, 1.4145, -3.1454], [-1.6399, -0.4853, -4.2470], [-3.0860, -1.0085, -2.2902], [-1.5439, 1.3693, -0.8355], [-3.4729, 1.8109, 5.3209], [-2.5420, 0.3436, 4.8993], [-4.3061, 0.3244, 5.0026], [-4.2461, 2.1425, 3.1338], [-4.0204, 0.4898, 2.6232], [-2.1014, 2.7668, 2.7535], [-1.4351, 1.1730, 3.1183], [-0.2773, 3.3829, -0.3716], [-1.4186, 3.6524, 0.9159], [0.4581, 2.5812, 2.4967], [1.5421, 3.0657, 1.1816], [0.2358, 0.6178, 1.7645], [-0.7902, -2.5583, 0.5816], [-2.4233, -2.5504, 3.2629], [0.6831, -3.7457, 3.0013], [-0.2365, -3.3933, 4.4924], [1.4962, -3.1377, 4.4292], [2.4750, -1.4398, 3.4985], [1.8456, -1.4299, 1.8595], [1.6387, -0.0236, 2.9584], [-1.2248, -2.3214, -2.0826], [0.0759, -2.7272, -1.0109], [-0.5875, -2.8583, -4.3103], [1.0934, -3.0736, -6.0604], [3.4499, -2.4521, -5.6134], [4.6876, -0.4580, -3.3349], [4.8287, -1.9166, -2.3151], [5.1635, -1.9853, -4.0312], [2.4135, -1.4195, -1.6230], [1.8830, 0.6035, -0.9169], [2.2884, 2.3308, -1.2256], [2.7319, 1.0759, -2.3703], [1.6099, 0.9652, -4.3318], [-1.3825, 0.2239, -4.8575], [-3.7327, -0.5836, -1.7043]],
  "spin_multiplicity": 1,
  "lumo_ev": -2.64,
  "charge": 1,
  "homo_energy_ev": -11.452,
  "e_above_lowest_kcal_mol": 0.00
}

---

3.
{
  "formula": "C20H35BeClCsILiN6O15",
  "method": "the ωB97M-V functional and the def2-TZVPD basis",
  "symbols": ["C", "C", "O", "O", "C", "O", "C", "C", "C", "I", "N", "C", "N", "C", "C", "N", "C", "C", "O", "C", "C", "O", "H", "H", "H", "H", "H", "H", "H", "H", "H", "H", "H", "H", "H", "H", "H", "H", "H", "C", "C", "C", "O", "H", "H", "H", "H", "H", "H", "H", "Cs", "Cl", "Be", "N", "O", "O", "O", "N", "O", "O", "O", "C", "O", "H", "H", "H", "Li", "C", "C", "O", "N", "C", "H", "H", "H", "H", "H", "H", "H", "O", "H"],
  "xyz": [[1.8585, -3.6696, 3.4071], [1.4722, -2.4912, 2.4672], [1.2520, -1.3112, 3.2691], [1.7137, -0.1691, 2.5961], [0.6638, 0.6492, 2.2851], [0.7446, 1.8437, 2.2900], [-0.6381, -0.0739, 1.8596], [-1.7846, -0.0761, 2.6792], [-2.9083, -0.7987, 2.1813], [-4.6188, -0.7836, 3.4589], [-2.8645, -1.4392, 0.9909], [-4.0895, -2.1928, 0.5749], [-4.1919, -3.4153, 1.3872], [-1.7728, -1.4170, 0.1886], [-0.6200, -0.7441, 0.5905], [0.6129, -0.6512, -0.1571], [0.7635, 0.6259, -0.7677], [2.1764, 1.3852, -0.4106], [-0.0570, 1.1495, -1.5307], [0.8462, -1.7147, -1.1156], [0.7931, -3.1966, -0.7898], [1.1490, -1.3631, -2.2446], [2.1142, -4.5579, 2.8055], [2.6552, -3.3627, 4.1297], [0.9217, -3.9253, 3.9424], [0.5070, -2.7884, 2.0020], [2.1990, -2.3344, 1.6512], [-1.7656, 0.4451, 3.6538], [-3.8707, -2.5345, -0.4554], [-4.9936, -1.5689, 0.6534], [-3.3988, -3.4978, 2.0125], [-4.2291, -4.2153, 0.7700], [-1.8135, -1.9297, -0.7767], [1.9434, 2.3971, 0.0563], [2.8046, 0.8102, 0.2913], [2.8063, 1.5678, -1.3544], [1.7889, -3.5443, -0.4348], [0.6329, -3.7098, -1.7568], [-0.0311, -3.4953, 0.0204], [-1.6441, -2.8326, -6.0219], [-1.9554, -1.3954, -5.5847], [-1.0366, -1.0115, -4.4227], [-3.2507, -1.3461, -5.1220], [-1.7923, -3.5475, -5.2094], [-2.2757, -3.1355, -6.8609], [-0.6023, -2.9194, -6.3495], [-1.6631, -0.7530, -6.4326], [-1.1669, -1.6662, -3.5600], [-1.2168, 0.0181, -4.0966], [0.0122, -1.0792, -4.7273], [1.7334, 2.9201, -2.2652], [-1.3348, -4.4042, 0.5874], [-5.2223, -1.3414, -5.3268], [3.7129, -1.9067, 6.5443], [4.6241, -2.3593, 5.8279], [2.8592, -2.6712, 7.0152], [3.6567, -0.6909, 6.7864], [-7.5262, -1.3991, 5.9421], [-8.7027, -1.7020, 5.6875], [-7.0685, -0.2932, 5.5560], [-6.7999, -2.1808, 6.5734], [-6.0310, 2.0592, -5.8233], [-6.7428, 3.2103, -5.9135], [-6.4331, 1.1740, -6.3764], [-4.9876, 2.0889, -6.1921], [-5.8876, 1.6306, -4.8009], [-8.1095, 3.5526, -4.4946], [6.5344, 6.3321, 1.1404], [6.2285, 5.8607, -0.2581], [5.1688, 5.3203, -0.5445], [7.1774, 6.0548, -1.2100], [8.4823, 6.6713, -1.0604], [5.6894, 6.1106, 1.7865], [7.4128, 5.8149, 1.5287], [6.7031, 7.4099, 1.1464], [6.9090, 5.7169, -2.1209], [8.5439, 7.5335, -1.7268], [9.2488, 5.9491, -1.3468], [8.6629, 6.9960, -0.0411], [-0.7338, 0.8768, 5.6413], [0.0530, 1.4322, 5.7060]],
  "spin_multiplicity": 1,
  "lumo_ev": -3.51,
  "charge": -1,
  "homo_energy_ev": -4.617
}

---

4.
{
  "formula": "C20H35BiF5NO10P2SSi",
  "method": "the ωB97M-V functional and the def2-TZVPD basis",
  "symbols": ["Bi", "F", "C", "C", "F", "C", "F", "C", "S", "C", "F", "C", "F", "N", "C", "C", "P", "O", "O", "O", "P", "O", "O", "O", "H", "H", "H", "H", "H", "H", "H", "H", "C", "C", "C", "C", "O", "Si", "O", "O", "C", "C", "C", "C", "O", "C", "C", "C", "C", "H", "H", "H", "H", "H", "H", "H", "H", "H", "H", "H", "H", "H", "H", "H", "H", "H", "H", "H", "H", "H", "H", "H", "H", "H", "H", "H"],
  "xyz": [[-0.7516, 0.1832, 0.2944], [0.1354, -6.7200, 1.9210], [0.3886, -5.4566, 1.5961], [-0.6423, -4.5681, 1.3784], [-1.9096, -4.9654, 1.4920], [-0.3567, -3.2594, 1.0435], [-1.4124, -2.4299, 0.8564], [0.9281, -2.7710, 0.9071], [1.4031, -1.1270, 0.5146], [1.9439, -3.6954, 1.1382], [3.2172, -3.3063, 1.0398], [1.6925, -5.0083, 1.4760], [2.7018, -5.8485, 1.6898], [-0.5609, 2.8237, -4.1445], [-0.8921, 2.1489, -2.8203], [-2.1256, 2.7975, -2.2073], [0.6231, 2.4749, -1.7887], [1.7484, 1.5958, -2.4849], [0.9117, 3.9087, -1.9740], [0.3471, 1.9339, -0.3733], [-0.9907, 0.3316, -3.2390], [-2.5537, 0.0024, -3.0018], [-0.6418, 0.2832, -4.6921], [-0.1635, -0.3996, -2.2139], [0.2167, 3.4796, -4.0072], [-1.3574, 3.3311, -4.5201], [-0.3260, 2.0267, -4.7794], [-1.9500, 3.8629, -2.0425], [-2.3571, 2.3562, -1.2393], [-3.0021, 2.6561, -2.8419], [1.6032, 0.6392, -2.3625], [-2.8960, -0.5279, -3.7332], [1.4124, 4.1148, 2.2083], [0.1658, 4.1301, 3.0844], [-1.0885, 4.2643, 2.2265], [0.2416, 5.2614, 4.0980], [0.0782, 2.9216, 3.8480], [0.2559, 1.3431, 3.4857], [-0.6240, 0.9713, 2.1648], [1.7750, 0.8758, 3.1710], [2.9640, 0.7368, 3.9598], [2.8421, 1.4644, 5.2967], [4.1067, 1.3144, 3.1387], [3.1644, -0.7573, 4.1786], [-0.2616, 0.5062, 4.7926], [-1.4482, 0.6329, 5.5851], [-2.6386, 1.0609, 4.7300], [-1.1807, 1.6620, 6.6777], [-1.6963, -0.7420, 6.1843], [1.4860, 5.0458, 1.6428], [1.3772, 3.2858, 1.4992], [2.3037, 4.0107, 2.8293], [-1.1010, 5.2343, 1.7247], [-1.9811, 4.1764, 2.8506], [-1.1085, 3.4808, 1.4672], [0.2450, 6.2299, 3.5937], [1.1544, 5.1708, 4.6916], [-0.6149, 5.2168, 4.7746], [2.6210, 2.5238, 5.1351], [3.7786, 1.3830, 5.8503], [2.0360, 1.0342, 5.8944], [3.9658, 2.3856, 2.9898], [4.1437, 0.8300, 2.1611], [5.0596, 1.1565, 3.6488], [2.2746, -1.1804, 4.6512], [4.0265, -0.9375, 4.8250], [3.3279, -1.2613, 3.2226], [-2.4734, 2.0594, 4.3146], [-3.5459, 1.0763, 5.3355], [-2.7748, 0.3660, 3.8988], [-0.8916, 2.6111, 6.2225], [-0.3660, 1.3240, 7.3221], [-2.0725, 1.8150, 7.2899], [-1.8959, -1.4664, 5.3914], [-2.5510, -0.7178, 6.8645], [-0.8146, -1.0712, 6.7374]],
  "spin_multiplicity": 1,
  "lumo_ev": -0.11,
  "homo_energy_ev": -8.655,
  "e_above_lowest_kcal_mol": 0.00
}

---

no.,electronic energy (Eh),maximum force (Eh/bohr)
1,-2174.09554,0.00264
2,-2535.93886,0.03255
3,-3039.72466,0.16041
4,-3675.05555,0.00926